# 1
ORCA calculation (ωB97M-V with the def2-TZVPD basis set) on C6H16N2 in the gas phase.

```
! RIJCOSX wB97M-V def2-TZVPD def2/J DEFGRID3
* xyz 0 1
C -0.430 0.767 -0.394
C 0.369 -1.447 0.755
C 0.643 -0.599 -0.429
C 0.104 1.694 -1.493
C -0.418 1.508 0.939
C -1.868 0.365 -0.741
N 1.192 -2.798 0.272
N 0.990 -1.084 1.956
H -0.667 -1.752 0.885
H 1.936 -0.744 1.843
H 2.188 -2.610 0.188
H 0.866 -3.188 -0.609
H 0.382 -0.632 2.625
H 0.392 -1.087 -1.372
H 1.655 -0.190 -0.442
H -2.518 1.247 -0.819
H -0.505 2.603 -1.581
H 0.095 1.206 -2.472
H 1.133 2.007 -1.281
H 0.594 1.818 1.217
H -0.879 0.927 1.744
H -1.024 2.423 0.886
H -2.307 -0.279 0.027
H -1.923 -0.154 -1.704
*
```

F_max: 5.23 eV/Å
gap between HOMO and LUMO: 9.039 eV
molecular weight: 116.2 g/mol
E_LUMO: 0.79 eV

Löwdin population analysis, charges in e, atoms 1 to 8:
1 C -0.547
2 C -0.429
3 C -0.109
4 C -0.092
5 C -0.086
6 C -0.076
7 N 0.001
8 N 0.045

# 2
ORCA calculation (ωB97M-V with the def2-TZVPD basis set) on a molecular structure, C26H18BF4IN4O4SV.

```
! RIJCOSX wB97M-V def2-TZVPD def2/J DEFGRID3
* xyz 0 2
V 0.548 0.013 0.292
O 1.159 -2.044 -2.940
C 1.279 -1.471 -1.898
O 0.337 -0.996 -1.118
C 2.605 -1.011 -1.312
C 3.918 -1.291 -1.629
C 4.916 -0.605 -0.940
C 4.590 0.410 -0.041
C 3.256 0.645 0.195
N 2.321 -0.115 -0.372
C 2.543 1.740 0.956
O 3.076 2.611 1.579
O 1.240 1.577 0.779
H 4.149 -2.029 -2.384
H 5.954 -0.843 -1.129
H 5.340 0.997 0.470
I -1.616 0.888 1.812
C -0.143 1.151 3.329
C -0.370 2.056 4.323
C 0.561 2.179 5.372
C 1.636 1.339 5.425
C 1.860 0.375 4.416
C 2.936 -0.539 4.505
C 3.155 -1.444 3.509
C 2.379 -1.410 2.329
C 1.334 -0.539 2.188
C 0.998 0.315 3.283
H -1.260 2.670 4.313
H 0.404 2.930 6.134
H 2.339 1.405 6.247
H 3.572 -0.509 5.381
H 3.951 -2.173 3.591
H 2.639 -2.094 1.533
C -3.294 -3.042 -2.472
N -2.610 -1.858 -2.949
C -1.946 -1.755 -4.156
C -1.417 -0.525 -4.235
N -1.731 0.123 -3.041
C -2.494 -0.705 -2.250
S -3.273 -0.310 -0.824
C -1.368 1.444 -2.736
C -1.634 2.445 -3.664
C -1.320 3.750 -3.329
C -0.785 4.009 -2.077
C -0.570 2.941 -1.222
N -0.824 1.675 -1.551
H -3.574 -3.651 -3.328
H -4.180 -2.746 -1.917
H -2.644 -3.609 -1.809
H -1.892 -2.570 -4.854
H -0.811 -0.064 -4.993
H -2.112 2.202 -4.602
H -1.520 4.555 -4.023
H -0.534 5.014 -1.769
H -0.159 3.104 -0.233
F -0.552 -2.161 0.978
B 0.026 -3.427 0.542
F -0.053 -4.337 1.570
F 1.401 -3.189 0.218
F -0.643 -3.854 -0.597
*
```

F_max: 4.52 eV/Å
<S²>: 0.77
gap between HOMO and LUMO (alpha / beta): 6.061 / 6.031 eV
molecular weight: 747.2 g/mol
E_LUMO (alpha / beta): -1.55 / -1.58 eV

Löwdin population analysis, charges in e, atoms 1 to 8:
1 V 0.881
2 O 0.171
3 C -0.478
4 O -0.134
5 C -0.100
6 C 0.057
7 C 0.003
8 C 0.052

# 3
ORCA calculation (ωB97M-V with the def2-TZVPD basis set) on a molecular structure, C6H10BClF3O7PS.

```
! RIJCOSX wB97M-V def2-TZVPD def2/J DEFGRID3
* xyz 0 1
C 1.397 -2.526 0.455
O 0.502 -2.125 -0.631
B 0.934 -0.899 -1.214
O 1.577 -0.923 -2.499
C 0.791 0.572 -0.490
P 0.335 2.001 -1.709
O -0.786 3.052 -0.981
Cl -0.692 1.191 -3.390
O 2.225 0.893 -0.272
S 2.261 1.947 1.060
O 3.128 1.345 2.115
O 2.843 3.269 0.708
O 0.616 1.956 1.480
C 0.235 0.629 0.993
C -1.179 0.024 1.367
C -2.315 0.184 0.273
C -2.739 -1.140 -0.473
F -4.150 -1.194 -0.475
F -2.321 -2.319 0.103
F -2.372 -1.019 -1.813
H 1.781 -3.579 0.329
H 2.263 -1.811 0.600
H 0.774 -2.494 1.411
H 2.180 -1.697 -2.495
H -0.374 3.625 -0.308
H 0.972 -0.045 1.558
H -1.535 0.596 2.290
H -1.001 -1.033 1.725
H -2.102 0.961 -0.525
H -3.248 0.560 0.809
*
```

F_max: 5.77 eV/Å
gap between HOMO and LUMO: 9.180 eV
molecular weight: 360.4 g/mol
E_LUMO: -0.12 eV

Löwdin population analysis, charges in e, atoms 1 to 8:
1 C -0.048
2 O -0.017
3 B -0.558
4 O 0.105
5 C -0.427
6 P 0.743
7 O -0.355
8 Cl 0.253